Below is a molecular structure, C20H52Cu2O20S6 in a non-equilibrium geometry, with properties calculated with ωB97M-V/def2-TZVPD.

```
100
C20H52Cu2O20S6 | the Open Molecules 2025 dataset | ωB97M-V/def2-TZVPD
Cu 3.25 1.25 0.57
Cu 1.27 3.48 -1.38
O 2.45 -0.41 1.83
C 1.15 -0.60 1.33
C 0.41 0.62 0.68
O 1.13 1.52 -0.18
H 0.50 -1.12 2.03
H 1.33 -1.24 0.47
H -0.34 1.13 1.30
H -0.36 0.13 0.08
O 3.72 3.98 4.46
S 3.94 2.70 3.83
O 3.41 2.29 2.50
O 5.63 2.43 3.70
C 6.47 2.97 4.71
C 7.13 4.26 4.37
C 3.46 1.32 4.98
H 7.32 2.32 4.91
H 5.99 3.07 5.69
H 7.83 4.58 5.14
H 6.29 4.95 4.25
H 7.72 4.23 3.45
H 3.98 0.42 4.67
H 2.37 1.37 4.96
H 3.66 1.63 6.01
O 1.61 0.73 -4.55
S 0.25 1.13 -4.08
O 0.13 2.26 -3.15
O -0.80 1.19 -5.34
C -0.70 0.09 -6.28
C -0.90 0.60 -7.72
C -0.47 -0.26 -3.16
H -1.45 -0.65 -6.02
H 0.25 -0.45 -6.28
H -0.90 -0.18 -8.48
H -0.15 1.29 -8.11
H -1.83 1.14 -7.88
H -0.40 -1.21 -3.69
H -1.49 0.12 -3.08
H 0.08 -0.37 -2.23
O -3.01 0.04 6.11
S -1.67 -0.03 5.55
O -0.44 0.11 6.33
O -1.51 -1.47 4.68
C -2.47 -1.95 3.81
C -2.64 -3.44 4.03
C -1.48 1.15 4.10
H -2.18 -1.67 2.80
H -3.41 -1.40 3.94
H -1.79 -3.98 3.59
H -3.49 -3.80 3.46
H -2.72 -3.72 5.08
H -2.31 0.98 3.41
H -0.51 0.94 3.64
H -1.55 2.18 4.42
O 3.90 -0.06 -1.16
S 3.66 -1.34 -1.77
O 2.45 -1.69 -2.52
O 4.99 -1.73 -2.77
C 4.77 -2.78 -3.71
C 6.12 -3.24 -4.37
C 3.93 -2.69 -0.60
H 4.08 -2.32 -4.43
H 4.40 -3.66 -3.19
H 6.64 -2.36 -4.75
H 5.91 -3.91 -5.20
H 6.77 -3.74 -3.64
H 3.29 -2.49 0.25
H 5.01 -2.67 -0.44
H 3.64 -3.63 -1.07
O -0.89 4.08 -1.06
S -2.33 4.15 -1.06
O -3.05 5.41 -0.98
O -2.96 3.35 -2.40
C -4.40 3.34 -2.58
C -4.82 2.08 -3.21
C -2.91 3.01 0.33
H -4.67 4.24 -3.14
H -4.94 3.37 -1.63
H -4.52 1.20 -2.63
H -4.30 1.93 -4.16
H -5.89 1.99 -3.41
H -3.88 3.30 0.74
H -2.12 3.02 1.08
H -2.99 2.03 -0.15
O -5.39 -1.06 -0.67
S -4.48 -1.35 0.46
O -4.35 -0.43 1.58
O -4.71 -2.87 0.99
C -5.03 -3.91 0.01
C -5.51 -5.12 0.91
C -2.79 -1.55 -0.24
H -4.11 -4.18 -0.51
H -5.89 -3.54 -0.56
H -6.40 -4.94 1.52
H -4.73 -5.39 1.63
H -5.74 -6.00 0.32
H -2.53 -0.51 -0.45
H -2.82 -2.13 -1.16
H -2.16 -1.89 0.58
```

Charge   +3
Energy   -7966.66999 Ha
⟨S²⟩   3.774
2S+1   4
Gap between HOMO and LUMO (spin up / spin down)   8.56 / 2.97 eV

Results of the Mulliken charge analysis, in e, for atoms 1 through 6:
1. Cu 0.67
2. Cu 0.68
3. O -0.32
4. C -0.46
5. C 1.30
6. O -0.02